This record from OMol25 describes C5H12N2O2 as an isolated structure in a non-equilibrium geometry. The level of theory is ωB97M-V/def2-TZVPD.

Results
M   132.16 g/mol
LUMO   0.04 eV
Relative energy (zero: lowest compared OMol25 entry of this formula, charge and spin)   367.6 kcal per mole
Multiplicity   1
HOMO-LUMO gap   9.12 eV

Geometry (Å):
C  -1.939  -2.291  0.492
C  -0.956  -0.959  0.784
C  -1.120  0.529  0.054
C  0.781  1.431  -0.672
C  2.213  -0.259  -0.057
H  -1.925  -2.773  -0.579
H  -3.434  -2.175  0.581
H  -1.469  -3.221  1.371
H  0.215  -1.349  0.591
H  -1.118  -0.605  2.031
H  -1.018  0.426  -1.119
H  -1.866  1.536  0.387
H  1.720  0.000  -2.239
H  3.715  -0.146  -0.478
H  1.821  -1.853  -0.052
H  1.876  0.396  1.169
H  0.013  3.515  0.292
N  1.422  0.350  -1.034
N  0.975  2.554  -1.104
O  0.044  1.238  0.385
O  0.050  3.658  -0.803

***

This record from OMol25 describes a 2-piece molecular cluster, C5H12N2O2 overall in a non-equilibrium geometry. The level of theory is ωB97M-V/def2-TZVPD.

Results
M   132.16 g/mol
Structure (SMILES)   CC(=O)ON.CC(C)=N
LUMO   0.77 eV
Relative energy (zero: lowest compared OMol25 entry of this formula, charge and spin)   85.5 kcal per mole
Multiplicity   1
HOMO-LUMO gap   10.39 eV

Geometry (Å):
C  -0.263  -0.015  3.234
C  -0.887  -0.407  1.914
O  -1.693  -1.316  1.856
O  -1.201  0.863  1.185
N  -2.207  0.712  0.202
H  0.196  -0.883  3.706
H  0.396  0.839  3.115
H  -1.057  0.269  3.923
H  -1.799  -0.012  -0.412
H  -2.986  0.231  0.661
C  2.272  -0.179  -1.823
C  0.855  -0.083  -1.331
C  -0.073  0.529  -2.327
N  0.416  -0.737  -0.323
H  2.663  0.827  -1.977
H  2.305  -0.633  -2.815
H  2.919  -0.745  -1.156
H  -1.110  0.431  -2.026
H  0.172  1.583  -2.458
H  -0.044  0.020  -3.291
H  1.127  -1.294  0.145

***

This record from OMol25 describes a 2-piece molecular cluster, C5H12N2O3 overall in a non-equilibrium geometry. The level of theory is ωB97M-V/def2-TZVPD.

Results
M   148.16 g/mol
LUMO   0.67 eV
Relative energy (zero: lowest compared OMol25 entry of this formula, charge and spin)   143.4 kcal per mole
Multiplicity   1
HOMO-LUMO gap   10.22 eV

Geometry (Å):
C  -0.211  2.316  1.300
C  -0.180  -1.250  -1.866
C  -0.674  -1.931  0.518
C  -0.999  1.029  1.122
C  -0.309  -0.828  -0.382
N  -0.730  0.395  -0.225
N  2.233  0.134  -0.528
O  3.418  0.283  -0.306
O  1.640  0.864  -1.321
O  1.573  -0.707  0.130
H  0.413  2.328  0.350
H  -0.886  3.161  1.370
H  0.562  2.250  2.051
H  0.419  -2.131  -1.888
H  -1.125  -1.453  -2.314
H  0.128  -0.378  -2.461
H  -0.395  -1.720  1.468
H  0.169  -2.730  0.372
H  -1.757  -2.227  0.489
H  -0.845  0.244  1.837
H  -2.108  1.312  1.177
H  -0.334  1.037  -0.893

***

This record from OMol25 describes one molecule with the formula C5H12N2O3 in a non-equilibrium geometry. The level of theory is ωB97M-V/def2-TZVPD.

Results
M   148.16 g/mol
Structure (SMILES)   C[C@@H]1N(C)[C@](N)(O)C1(O)O
LUMO   0.75 eV
Relative energy (zero: lowest compared OMol25 entry of this formula, charge and spin)   69.0 kcal per mole
Multiplicity   1
HOMO-LUMO gap   8.65 eV

Geometry (Å):
C  1.838  -1.106  -0.509
C  0.431  -0.702  -0.845
N  0.205  1.011  -0.506
C  1.288  1.796  0.039
C  -0.881  0.673  0.308
N  -2.143  1.089  -0.153
O  -0.747  0.860  1.678
C  -0.679  -1.115  0.040
O  -1.829  -1.621  -0.585
O  -0.349  -1.856  1.168
H  2.046  -0.950  0.546
H  2.559  -0.560  -1.114
H  1.942  -2.173  -0.717
H  0.197  -0.763  -1.906
H  2.045  1.913  -0.737
H  1.762  1.345  0.921
H  0.935  2.793  0.317
H  -2.058  1.592  -1.027
H  -2.792  0.316  -0.262
H  -1.530  1.329  1.993
H  -1.774  -2.586  -0.588
H  -0.465  -1.284  1.941

***

This record from OMol25 describes one molecule with the formula C5H12N2OS in a non-equilibrium geometry. The level of theory is ωB97M-V/def2-TZVPD.

Results
M   148.23 g/mol
Structure (SMILES)   CS[C@]1(C)NN[C@@H](C)O1
LUMO   0.88 eV
Relative energy (zero: lowest compared OMol25 entry of this formula, charge and spin)   31.1 kcal per mole
Multiplicity   1
HOMO-LUMO gap   9.74 eV

Geometry (Å):
C  1.765  2.076  1.031
S  1.958  1.630  -0.736
C  0.682  0.278  -0.806
C  1.302  -1.021  -1.232
N  -0.516  0.607  -1.575
N  -1.485  -0.179  -1.022
C  -1.324  -0.138  0.443
C  -1.822  -1.483  1.117
O  0.058  -0.015  0.690
H  2.680  2.125  1.604
H  1.060  1.435  1.546
H  1.346  3.142  0.928
H  2.176  -1.248  -0.583
H  1.372  -1.144  -2.331
H  0.455  -1.809  -1.070
H  -0.608  1.578  -1.481
H  -1.443  -1.081  -1.387
H  -1.932  0.529  1.055
H  -2.905  -1.467  1.383
H  -1.303  -1.549  2.011
H  -1.516  -2.266  0.415

***

This record from OMol25 describes C5H12N2P2S2 as an isolated structure in a non-equilibrium geometry. The level of theory is ωB97M-V/def2-TZVPD.

Results
M   226.25 g/mol
LUMO   -0.75 eV
Relative energy (zero: lowest compared OMol25 entry of this formula, charge and spin)   49.7 kcal per mole
Multiplicity   1
HOMO-LUMO gap   7.21 eV

Geometry (Å):
C  -0.493  -1.024  1.218
C  1.387  -0.522  2.595
C  -2.128  -0.849  -0.694
C  1.244  -0.596  -2.882
C  -0.112  2.271  0.799
N  0.490  -0.251  1.582
N  -0.971  -0.423  0.026
P  1.361  1.135  -2.172
P  0.223  0.789  -0.180
S  -1.074  -2.385  1.869
S  -0.726  1.548  -2.011
H  0.958  -0.552  3.574
H  1.796  -1.607  2.343
H  2.187  0.183  2.544
H  -2.625  -0.084  -1.252
H  -1.961  -1.516  -1.537
H  -2.663  -1.416  0.139
H  0.566  -1.138  -2.336
H  2.263  -0.813  -3.132
H  0.593  -0.586  -3.804
H  0.418  3.211  0.418
H  -1.144  2.274  1.069
H  0.410  2.354  1.824

***

What is the multiplicity in the second record? 1

***

Which value of HOMO-LUMO gap does entry 3 give? 10.22 eV

***

Number 1 is which compound? C5H12N2O2

***

Look up the relative energy (zero: lowest compared OMol25 entry of this formula, charge and spin) of the first one. 367.6 kcal per mole